{
  "formula": "C5H7N",
  "method": "ωB97M-V with the def2-TZVPD basis set",
  "elements": ["C", "C", "C", "C", "C", "N", "H", "H", "H", "H", "H", "H", "H"],
  "positions_angstrom": [[-2.7599, 0.2027, -0.0129], [-1.3142, 0.1643, -0.2359], [-0.1206, 0.1476, -0.4111], [1.3165, 0.1474, -0.6017], [2.1893, 0.1097, 0.6019], [2.1155, -1.0422, -0.2830], [-3.3079, -0.1151, -0.9052], [-3.0842, 1.2166, 0.2426], [-3.0424, -0.4591, 0.8118], [1.6676, 0.6787, -1.4838], [1.6842, 0.0688, 1.5647], [3.1359, 0.6427, 0.5956], [1.5202, -1.7623, 0.1170]],
  "atomic_forces_ev_per_a": [[-0.1, 0.0, 0.0], [0.5, 0.0, -0.1], [-0.5, 0.0, 0.1], [-0.1, 0.2, -0.1], [0.1, 0.2, 0.2], [-0.1, -0.3, 0.0], [0.1, 0.0, 0.1], [0.1, -0.1, 0.0], [0.1, 0.1, -0.1], [-0.1, -0.1, 0.2], [0.1, 0.0, -0.2], [-0.1, -0.1, 0.0], [0.0, 0.1, 0.0]],
  "lowdin_charge": [-0.1103, -0.0781, -0.0016, -0.3334, -0.1537, 0.0159, 0.0763, 0.0772, 0.0768, 0.1319, 0.1082, 0.0977, 0.0932],
  "smiles": "CC#C[C@H]1CN1",
  "homo_lumo_gap_ev": 10.01,
  "multiplicity": 1,
  "homo_ev": -9.02
}

{
  "formula": "H2NO4S",
  "method": "ωB97M-V with the def2-TZVPD basis set",
  "elements": ["N", "O", "O", "O", "O", "S", "H", "H"],
  "positions_angstrom": [[0.0464, 0.2515, 0.6048], [-1.8153, -0.1511, -2.3756], [-3.2103, -1.3583, -0.6294], [-3.6502, 1.0166, -1.2753], [0.7867, -0.7004, -0.0616], [-2.6685, -0.0729, -1.1793], [-0.4514, -0.3212, 1.2621], [0.6444, -0.6554, -1.0259]],
  "atomic_forces_ev_per_a": [[0.1, 0.6, -1.4], [0.2, -0.6, 0.0], [0.5, 1.0, -0.8], [-0.1, -0.2, 0.1], [0.0, -0.8, -0.1], [-0.2, -0.3, 0.9], [-0.3, -0.5, 0.9], [-0.2, 0.8, 0.4]],
  "lowdin_charge": [0.0122, -0.4685, -0.4768, -0.4590, -0.1738, 0.4743, 0.0104, 0.0813],
  "homo_lumo_gap_ev": [9.13, 6.87],
  "multiplicity": 1,
  "homo_ev": [-5.26, -3.42],
  "total_charge": -1
}

| no. | largest force on an atom (eV/A) |
| --- | --- |
| 1 | 0.5 |
| 2 | 1.5 |